Formula: C35H42BN8O6S5Sn
Source: the OMol25 dataset
Level of theory: wB97M-V/def2-TZVPD

## Properties
E   -121864.5867 eV
Charge   +1
Orbital gap   3.308 eV
ΔE to the lowest compared entry with this formula, charge and spin   2.2147 eV
Spin multiplicity   1
Highest occupied orbital energy   -8.90 eV

Last column: Löwdin charge in e.
Positions of all 98 atoms, in Å:
Sn 0.03 1.19 1.29  1.236
C 5.28 -0.35 2.82  -0.079
C 5.65 -1.12 1.56  -0.539
C 6.24 -2.47 1.97  -0.026
C 6.68 -0.31 0.77  -0.020
N 4.49 -1.39 0.65  0.018
C 4.68 -2.18 -0.47  -0.027
C 3.53 -2.23 -1.15  -0.033
N 2.60 -1.46 -0.47  0.074
B 1.17 -1.23 -0.98  -0.661
N 0.44 -2.59 -1.11  0.054
C 0.89 -3.80 -0.73  -0.054
C -0.09 -4.72 -0.93  -0.053
N -1.18 -4.08 -1.44  0.007
C -0.85 -2.75 -1.54  -0.682
S -1.76 -1.47 -2.15  0.722
C -2.43 -4.83 -1.79  -0.525
C -2.54 -6.01 -0.81  -0.038
C -3.69 -3.97 -1.66  -0.072
C -2.28 -5.33 -3.23  -0.024
N 1.22 -0.51 -2.33  0.031
C 1.32 -1.07 -3.58  -0.044
C 1.17 -0.08 -4.49  -0.020
N 0.97 1.10 -3.80  0.024
C 1.01 0.82 -2.46  -0.563
S 0.87 1.88 -1.14  0.851
C 0.78 2.44 -4.44  -0.538
C -0.55 3.03 -3.98  -0.023
C 0.76 2.27 -5.95  -0.045
C 1.97 3.33 -4.05  -0.025
C 3.20 -0.94 0.62  -0.554
S 2.49 0.13 1.75  0.778
H 6.18 -0.23 3.42  0.098
H 4.54 -0.89 3.42  0.084
H 4.89 0.64 2.60  0.052
H 7.03 -2.29 2.70  0.095
H 6.68 -3.01 1.14  0.078
H 5.48 -3.10 2.44  0.100
H 7.56 -0.15 1.39  0.096
H 6.27 0.66 0.49  0.096
H 7.00 -0.82 -0.14  0.082
H 5.62 -2.66 -0.68  0.127
H 3.28 -2.76 -2.05  0.132
H 0.55 -0.52 -0.25  0.012
H 1.88 -3.94 -0.32  0.114
H -0.08 -5.77 -0.74  0.118
H -2.32 -5.68 0.20  0.098
H -1.88 -6.83 -1.09  0.080
H -3.56 -6.39 -0.83  0.087
H -3.68 -3.41 -0.74  0.061
H -4.55 -4.63 -1.65  0.086
H -3.80 -3.29 -2.49  0.043
H -1.40 -5.97 -3.33  0.084
H -2.17 -4.49 -3.92  0.085
H -3.16 -5.90 -3.51  0.093
H 1.46 -2.12 -3.73  0.134
H 1.20 -0.14 -5.56  0.120
H -1.36 2.32 -4.16  0.104
H -0.75 3.95 -4.53  0.097
H -0.52 3.27 -2.92  0.033
H -0.05 1.60 -6.27  0.095
H 1.71 1.90 -6.34  0.092
H 0.57 3.24 -6.40  0.095
H 1.96 3.54 -2.98  0.053
H 1.91 4.27 -4.59  0.096
H 2.91 2.84 -4.29  0.097
O -2.71 4.03 -1.23  0.154
C -2.01 3.09 -0.60  -0.497
O -0.85 3.21 -0.30  -0.175
C -2.81 1.87 -0.28  -0.230
C -4.19 1.81 -0.37  0.034
C -4.83 0.65 0.04  0.003
C -4.08 -0.41 0.51  0.035
C -2.69 -0.26 0.57  -0.242
N -2.09 0.85 0.19  0.030
C -1.77 -1.36 1.08  -0.595
O -2.11 -2.53 0.94  0.079
O -0.68 -0.92 1.56  -0.127
H -2.16 4.80 -1.39  0.149
H -4.74 2.66 -0.74  0.129
H -5.91 0.58 -0.01  0.125
H -4.53 -1.33 0.86  0.135
O 1.35 -0.32 4.57  -0.306
S 0.85 0.98 4.89  0.642
O 1.78 2.00 5.24  -0.259
N -0.11 1.53 3.61  -0.216
C -1.37 1.66 3.96  -0.823
S -2.52 2.23 2.90  0.831
C -1.67 1.27 5.35  -0.225
C -2.91 1.24 5.97  -0.008
C -2.96 0.84 7.30  -0.040
C -1.80 0.50 7.99  -0.038
C -0.56 0.52 7.36  -0.014
C -0.52 0.89 6.04  -0.192
H -3.79 1.51 5.42  0.107
H -3.91 0.79 7.81  0.116
H -1.86 0.19 9.02  0.117
H 0.35 0.25 7.90  0.130

---

Formula: C35H42GeN5O3PS2Zr
Source: the OMol25 dataset
Level of theory: wB97M-V/def2-TZVPD

## Properties
E   -139323.7083 eV
Orbital gap (alpha / beta)   5.138 / 5.137 eV
ΔE to the lowest compared entry with this formula, charge and spin   2.9224 eV
Spin multiplicity   1
Highest occupied orbital energy (alpha / beta)   -4.95 / -4.95 eV

Last column: Löwdin charge in e.
Positions of all 90 atoms, in Å:
Zr 0.05 -0.51 0.59  1.555
O -4.20 -0.08 -2.91  0.058
C -4.16 -1.39 -2.64  -0.280
C -5.03 -2.23 -3.34  -0.016
C -5.02 -3.59 -3.10  -0.086
C -4.15 -4.15 -2.17  -0.095
C -3.29 -3.32 -1.48  -0.031
C -3.28 -1.94 -1.69  -0.091
C -2.29 -1.11 -0.99  -0.453
O -1.42 -1.68 -0.18  -0.246
N -2.23 0.16 -1.25  0.045
N -1.08 0.70 -0.69  -0.286
C -0.84 2.01 -0.77  -0.873
S -2.07 3.08 -1.32  0.919
C -1.03 4.62 -1.54  -0.526
C 0.01 4.63 -0.49  -0.378
S 0.65 2.52 -0.01  0.821
H -3.47 0.36 -2.42  0.056
H -5.69 -1.78 -4.07  0.117
H -5.70 -4.23 -3.66  0.102
H -4.14 -5.22 -1.99  0.096
H -2.60 -3.72 -0.75  0.107
H -1.79 5.40 -1.54  0.051
H -0.60 4.56 -2.55  0.065
H -0.31 5.02 0.49  0.025
H 0.97 5.04 -0.80  0.030
C 1.60 0.89 0.00  -0.707
Ge 2.02 -0.17 -1.52  0.839
C 3.88 -0.47 -2.03  -0.292
C 4.91 0.33 -1.54  -0.110
C 6.24 -0.03 -1.72  -0.096
C 6.56 -1.20 -2.39  -0.101
C 5.54 -2.01 -2.90  -0.091
C 4.21 -1.64 -2.71  -0.107
C 1.04 -0.34 -3.19  -0.273
C -0.10 -1.13 -3.35  -0.102
C -0.81 -1.13 -4.55  -0.072
C -0.39 -0.33 -5.60  -0.087
C 0.73 0.47 -5.46  -0.087
C 1.44 0.47 -4.26  -0.105
C 1.87 -1.89 -0.38  -0.334
C 2.59 -1.74 0.84  -0.153
C 2.35 -2.56 1.93  -0.091
C 1.35 -3.53 1.86  -0.087
C 0.68 -3.75 0.67  -0.088
C 0.97 -2.95 -0.45  -0.143
H 4.66 1.25 -1.00  0.096
H 7.04 0.61 -1.33  0.097
H 7.59 -1.50 -2.52  0.097
H 5.78 -2.92 -3.43  0.099
H 3.42 -2.28 -3.11  0.104
H -0.46 -1.76 -2.54  0.070
H -1.70 -1.75 -4.65  0.105
H -0.95 -0.33 -6.53  0.101
H 1.06 1.10 -6.27  0.099
H 2.32 1.10 -4.16  0.101
H 3.36 -0.99 0.88  0.101
H 2.93 -2.44 2.84  0.110
H 1.11 -4.13 2.73  0.107
H -0.06 -4.53 0.60  0.108
H 0.50 -3.19 -1.39  0.100
C -2.29 2.42 2.11  -0.097
N -1.68 1.10 2.33  -0.292
C -2.69 0.02 2.38  -0.079
P -0.34 0.85 3.27  0.524
O 0.36 -0.35 2.67  -0.398
N -0.88 0.39 4.77  -0.286
C 0.17 -0.11 5.67  -0.086
C -1.91 1.14 5.46  -0.104
N 0.62 2.13 3.37  -0.281
C 2.03 2.10 2.95  -0.103
C 0.19 3.38 3.98  -0.081
H -2.87 2.74 2.98  0.083
H -2.95 2.35 1.26  0.064
H -1.53 3.16 1.87  0.062
H -3.41 0.19 3.19  0.085
H -2.24 -0.95 2.54  0.080
H -3.23 0.01 1.44  0.087
H 0.93 -0.65 5.12  0.078
H -0.28 -0.79 6.39  0.089
H 0.64 0.72 6.22  0.088
H -2.67 1.51 4.76  0.059
H -1.51 2.00 6.01  0.083
H -2.41 0.49 6.18  0.092
H 2.20 1.29 2.25  0.024
H 2.68 2.01 3.83  0.089
H 2.26 3.03 2.42  0.081
H -0.85 3.34 4.30  0.062
H 0.29 4.20 3.26  0.092
H 0.80 3.61 4.86  0.094

---

Formula: C35H42N7NaO3P2S2Se3
Source: the OMol25 dataset
Level of theory: wB97M-V/def2-TZVPD

## Properties
E   -294257.4369 eV
Charge   -2
Orbital gap   3.034 eV
ΔE to the lowest compared entry with this formula, charge and spin   0.0000 eV
Spin multiplicity   1
Highest occupied orbital energy   0.10 eV

Last column: Löwdin charge in e.
Positions of all 95 atoms, in Å:
Na 0.22 -0.46 -0.37  0.079
C 3.79 -0.65 1.78  -0.285
P 2.02 -0.75 2.20  0.880
C 1.93 0.59 3.46  -0.282
C 2.09 -2.19 3.37  -0.444
C 0.77 -2.53 4.07  -0.454
P -0.55 -3.17 2.94  0.863
C -1.86 -3.40 4.22  -0.320
C 0.01 -4.91 2.78  -0.301
H 3.95 0.24 1.18  0.029
H 4.08 -1.49 1.16  0.018
H 4.41 -0.63 2.69  0.035
H 2.64 0.42 4.28  0.035
H 0.92 0.66 3.88  0.015
H 2.16 1.54 2.97  0.025
H 2.86 -1.98 4.13  0.068
H 2.45 -3.05 2.80  0.059
H 0.37 -1.64 4.56  0.061
H 0.94 -3.27 4.86  0.069
H -1.50 -3.97 5.09  0.028
H -2.71 -3.92 3.79  0.027
H -2.21 -2.43 4.57  0.022
H 0.21 -5.37 3.75  0.034
H 0.92 -4.95 2.17  0.012
H -0.75 -5.49 2.25  0.032
S 2.82 -1.20 -1.86  0.519
C 3.44 -0.33 -3.28  -0.722
C 4.50 -0.96 -3.95  -0.205
C 5.09 -0.47 -5.11  -0.172
C 4.61 0.71 -5.64  -0.171
C 3.57 1.37 -4.99  -0.201
C 2.97 0.91 -3.81  -0.767
S 1.71 1.91 -3.10  0.421
H 4.85 -1.90 -3.53  0.059
H 5.90 -1.01 -5.58  0.066
H 5.03 1.13 -6.55  0.068
H 3.19 2.30 -5.40  0.061
Se -1.88 -4.33 -1.28  0.576
Se -1.60 -3.54 -3.46  0.638
C -2.14 -1.69 -3.33  -0.683
C -3.37 -1.35 -3.86  -0.163
C -3.74 -0.01 -3.88  -0.124
C -2.85 0.92 -3.38  -0.054
C -1.62 0.49 -2.90  -0.132
N -1.27 -0.80 -2.87  0.097
C -0.02 -4.46 -0.78  -0.700
C 0.58 -5.71 -0.82  -0.134
C 1.91 -5.82 -0.45  -0.087
C 2.59 -4.67 -0.09  -0.065
C 1.90 -3.46 -0.10  -0.254
N 0.61 -3.35 -0.41  0.071
H -4.03 -2.13 -4.24  0.083
H -4.70 0.29 -4.27  0.096
H -3.09 1.98 -3.35  0.104
H -0.85 1.17 -2.57  0.025
H 0.01 -6.57 -1.15  0.084
H 2.42 -6.78 -0.48  0.099
H 3.64 -4.67 0.16  0.106
H 2.41 -2.54 0.13  -0.025
Se -5.44 -0.63 -0.81  1.082
N -5.54 0.39 0.65  -0.241
C -4.33 0.38 1.16  -0.403
C -3.94 1.09 2.35  -0.015
C -2.66 0.96 2.74  -0.041
C -1.73 0.15 1.97  -0.156
N -2.03 -0.51 0.91  0.143
C -3.33 -0.41 0.47  -0.441
N -3.74 -1.04 -0.60  -0.179
H -4.66 1.70 2.87  0.111
H -2.27 1.48 3.61  0.102
H -0.70 0.10 2.30  0.061
C -1.21 4.61 -2.44  -0.070
C -1.80 4.85 -1.05  -0.184
C -0.99 4.16 0.06  -0.296
C -1.60 4.43 1.46  -0.167
C -1.81 5.89 1.85  -0.098
C 0.42 4.70 0.05  -0.428
O 0.67 5.90 -0.01  0.046
N 1.39 3.77 0.16  0.220
C 1.22 2.36 0.27  -0.552
O 2.19 1.73 0.64  -0.016
N -0.02 1.83 0.07  0.155
C -1.07 2.63 -0.12  -0.461
O -2.20 2.18 -0.38  0.009
H -1.89 4.97 -3.21  0.069
H -1.02 3.55 -2.63  0.051
H -0.26 5.12 -2.56  0.078
H -2.81 4.44 -1.00  0.113
H -1.84 5.92 -0.85  0.104
H -0.95 3.94 2.20  0.121
H -2.55 3.89 1.48  0.109
H -0.90 6.47 1.72  0.065
H -2.12 5.95 2.89  0.063
H -2.59 6.35 1.24  0.067
H 2.35 4.07 0.17  0.159

---

Formula: C35H43CeClP2Si2
Source: the OMol25 dataset
Level of theory: wB97M-V/def2-TZVPD

## Properties
E   -96767.9174 eV
Charge   +1
Orbital gap (alpha / beta)   7.033 / 5.418 eV
ΔE to the lowest compared entry with this formula, charge and spin   0.0000 eV
Spin multiplicity   2
Highest occupied orbital energy (alpha / beta)   -10.15 / -10.05 eV

Last column: Löwdin spin population.
Positions of all 84 atoms, in Å:
C -2.24 -1.12 3.52  0.001
C -2.77 -1.10 2.19  0.002
C -2.65 -2.42 1.64  0.007
H -3.22 -0.23 1.70  0.000
C -2.04 -3.25 2.63  0.001
C -1.78 -2.46 3.78  0.007
H -1.37 -2.81 4.73  0.000
H -2.25 -0.30 4.23  0.000
H -3.02 -2.75 0.67  0.000
H -1.84 -4.32 2.52  0.000
Ce -0.17 -1.49 1.78  0.036
Si 0.93 2.81 -0.52  0.019
C 0.18 3.62 -2.00  0.004
C 0.98 4.03 -3.08  0.000
H 2.04 3.79 -3.08  0.000
C 0.42 4.74 -4.15  0.000
H 1.04 5.04 -4.99  0.000
C -0.95 5.04 -4.15  0.000
H -1.39 5.59 -4.99  0.000
C -1.75 4.63 -3.08  0.000
H -2.82 4.85 -3.09  0.000
C -1.20 3.92 -2.02  0.000
H -1.83 3.60 -1.19  0.000
C 0.45 0.93 -0.39  0.165
C -0.86 0.48 -0.07  0.041
H -1.60 1.17 0.34  0.002
C -1.31 -0.83 -0.52  0.195
H -2.37 -1.01 -0.68  0.003
C -0.40 -2.01 -0.44  0.159
H -0.72 -3.05 -0.41  0.005
C 1.06 -1.56 -0.38  0.030
H 1.82 -2.32 -0.38  0.001
C 1.32 -0.17 -0.81  0.073
H 2.31 0.07 -1.20  0.001
H 0.22 3.45 0.61  0.005
Si 0.00 -1.03 -1.84  0.116
C 0.46 -2.41 -3.12  0.010
C -0.54 -2.95 -3.93  0.001
H -1.56 -2.56 -3.88  0.000
C -0.23 -3.98 -4.82  0.000
H -1.02 -4.40 -5.45  0.000
C 1.08 -4.47 -4.90  0.001
H 1.32 -5.28 -5.59  0.000
C 2.08 -3.93 -4.09  0.001
H 3.10 -4.30 -4.14  0.000
C 1.77 -2.89 -3.19  0.004
H 2.56 -2.47 -2.56  0.001
C -0.64 0.13 -3.23  0.065
C -1.97 0.55 -3.28  0.004
H -2.69 0.26 -2.51  0.000
C -2.41 1.36 -4.34  0.002
H -3.45 1.69 -4.37  0.001
C -1.51 1.76 -5.33  -0.003
H -1.85 2.41 -6.14  0.000
C -0.17 1.37 -5.26  0.003
H 0.54 1.71 -6.01  0.001
C 0.26 0.56 -4.21  0.006
H 1.31 0.26 -4.16  0.000
H 2.23 3.21 -0.41  0.000
Cl 1.22 -3.70 1.94  0.005
C 1.73 2.05 2.99  0.002
P 0.22 1.10 3.42  0.011
C -1.12 2.32 3.18  0.000
C 0.36 1.08 5.27  0.004
C 1.14 -0.13 5.80  0.000
P 1.38 -1.43 4.49  0.003
C 3.16 -1.22 4.11  0.000
C 1.40 -2.94 5.50  0.001
H 2.12 1.69 2.03  0.001
H 2.50 1.93 3.76  0.000
H 1.47 3.11 2.89  0.000
H -2.07 1.80 2.98  0.000
H -1.23 2.92 4.10  0.000
H -0.89 2.97 2.34  0.000
H 0.85 2.02 5.57  0.001
H -0.66 1.10 5.68  0.000
H 2.13 0.15 6.18  0.000
H 0.59 -0.61 6.62  0.000
H 3.74 -1.60 4.96  0.000
H 3.39 -1.83 3.22  0.000
H 3.42 -0.18 3.91  0.000
H 2.42 -3.11 5.88  0.000
H 0.71 -2.84 6.34  0.000
H 1.10 -3.79 4.87  0.000